(1)
C23H26FN3O5S in the gas phase. Source: the Open Molecules 2025 dataset; level of theory: the ωB97M-V functional and the def2-TZVPD basis.

**Relative energy (zero: lowest compared OMol25 entry of this formula, charge and spin)**: 27.8 kJ/mol
**Electronic energy**: -1930.60085 Ha
**SMILES**: O=C(CN1C(=O)COc2ccc(S(=O)(=O)N3CCCCCC3)cc21)NCc1ccc(F)cc1
**E_LUMO**: 0.564 eV
**Kohn-Sham gap**: 9.20 eV

The geometry in ORCA input format:
```
! RIJCOSX wB97M-V def2-TZVPD def2/J DEFGRID3
* xyz 0 1
O -1.71 -1.90 -1.18
C -1.60 -2.51 -0.14
C -2.68 -2.49 0.95
N -3.68 -1.50 0.65
C -4.89 -1.92 0.19
O -5.22 -3.09 0.19
C -5.79 -0.83 -0.36
O -5.63 0.45 0.22
C -4.35 0.82 0.46
C -4.06 2.17 0.55
C -2.76 2.60 0.80
C -1.78 1.65 0.98
S -0.08 2.15 1.23
O -0.03 3.26 2.13
O 0.68 0.97 1.58
N 0.29 2.71 -0.30
C 1.21 3.83 -0.34
C 2.62 3.47 0.12
C 3.54 2.92 -0.98
C 2.86 2.00 -2.00
C 1.83 1.04 -1.39
C 0.44 1.67 -1.29
C -2.05 0.30 0.94
C -3.34 -0.14 0.67
N -0.54 -3.28 0.17
C 0.60 -3.42 -0.72
C 1.89 -3.02 -0.04
C 1.96 -1.86 0.72
C 3.14 -1.48 1.33
C 4.26 -2.28 1.17
F 5.42 -1.91 1.76
C 4.22 -3.44 0.42
C 3.03 -3.81 -0.18
H -2.24 -2.30 1.93
H -3.19 -3.46 0.96
H -5.60 -0.78 -1.45
H -6.84 -1.12 -0.21
H -4.86 2.88 0.41
H -2.51 3.64 0.86
H 0.79 4.57 0.34
H 1.20 4.24 -1.36
H 3.09 4.35 0.55
H 2.52 2.74 0.92
H 4.36 2.39 -0.50
H 3.98 3.76 -1.53
H 3.64 1.41 -2.49
H 2.37 2.59 -2.77
H 2.15 0.72 -0.40
H 1.74 0.16 -2.03
H -0.29 0.90 -1.04
H 0.15 2.10 -2.26
H -1.24 -0.38 1.12
H -0.49 -3.76 1.05
H 0.67 -4.46 -1.07
H 0.40 -2.77 -1.57
H 1.09 -1.23 0.84
H 3.18 -0.58 1.92
H 5.11 -4.04 0.32
H 2.99 -4.71 -0.77
*
```

Atomic partial charges in e from the natural (NBO) method, atoms 1 to 5: atom 1 (O): -0.624, atom 2 (C): 0.670, atom 3 (C): -0.335, atom 4 (N): -0.432, atom 5 (C): 0.670


(2)
C23H26IN3O4PdS2 as an isolated structure at a distorted geometry. Source: the Open Molecules 2025 dataset; level of theory: the ωB97M-V functional and the def2-TZVPD basis.

**Electronic energy**: -2578.49112 Ha
**E_LUMO (alpha / beta)**: -9.285 / -9.271 eV
**Kohn-Sham gap (alpha / beta)**: 4.61 / 4.63 eV

The geometry in ORCA input format:
```
! RIJCOSX wB97M-V def2-TZVPD def2/J DEFGRID3
* xyz 2 1
Pd -0.97 1.32 0.96
C -1.46 4.52 -2.00
C -0.06 4.04 -1.98
N 0.73 4.22 -2.97
C 1.94 3.71 -3.08
C 2.44 2.84 -2.12
C 3.83 2.25 -2.30
O 3.85 0.86 -2.08
C 1.65 2.58 -0.97
C 2.12 1.71 0.06
N 1.43 1.32 1.08
C 1.91 0.48 2.08
C 3.15 -0.19 2.00
C 3.58 -1.03 3.00
C 2.77 -1.28 4.10
C 1.56 -0.63 4.22
C 1.15 0.26 3.24
I -0.65 1.37 3.62
C 0.39 3.28 -0.80
O -0.30 3.26 0.23
H -1.61 5.16 -2.87
H -1.69 5.06 -1.09
H -2.15 3.68 -2.06
H 2.52 4.03 -3.93
H 4.50 2.70 -1.56
H 4.20 2.51 -3.30
H 3.59 0.40 -2.89
H 3.14 1.35 -0.09
H 3.78 -0.04 1.14
H 4.55 -1.50 2.92
H 3.09 -1.97 4.87
H 0.94 -0.79 5.09
O -1.22 0.90 -1.26
N -2.28 0.18 -1.50
C -2.23 -0.70 -2.52
C -3.33 -1.45 -2.87
C -4.52 -1.31 -2.15
C -4.55 -0.43 -1.09
C -3.41 0.32 -0.75
S -3.43 1.41 0.58
H -1.29 -0.74 -3.03
H -3.26 -2.13 -3.70
H -5.40 -1.87 -2.41
H -5.44 -0.28 -0.50
C -3.12 -2.89 2.50
C -2.01 -3.43 1.61
S -0.61 -2.23 1.55
O -1.26 -0.99 0.96
C 0.27 -2.94 0.08
C 1.57 -3.61 0.49
H -3.96 -3.58 2.49
H -3.47 -1.93 2.12
H -2.79 -2.78 3.53
H -2.37 -3.58 0.59
H -1.60 -4.35 2.01
H 0.45 -2.08 -0.56
H -0.39 -3.64 -0.43
H 2.17 -2.96 1.11
H 2.14 -3.85 -0.41
H 1.39 -4.54 1.02
*
```

Atomic partial charges in e from the natural (NBO) method, atoms 1 to 5: atom 1 (Pd): 0.955, atom 2 (C): -0.677, atom 3 (C): 0.349, atom 4 (N): -0.434, atom 5 (C): 0.182


(3)
A 2-piece molecular cluster, C23H26INO6S2 overall at a distorted geometry. Source: the Open Molecules 2025 dataset; level of theory: the ωB97M-V functional and the def2-TZVPD basis.

**Electronic energy**: -2491.81027 Ha
**SMILES**: C=CC(=O)OCCCCCCc1cccc2c1Sc1cccc(I)c1N2.O=S1(=O)OCCO1
**E_LUMO**: -0.356 eV
**Kohn-Sham gap**: 7.69 eV

The geometry in ORCA input format:
```
! RIJCOSX wB97M-V def2-TZVPD def2/J DEFGRID3
* xyz 0 1
C 7.98 -0.31 1.68
C 8.11 0.37 0.42
C 7.00 0.06 -0.70
O 7.28 -0.37 -1.84
O 5.62 0.28 -0.35
C 5.50 1.72 -0.09
C 3.96 2.10 -0.33
C 3.70 3.54 0.33
C 2.12 3.85 0.26
C 1.28 3.26 1.52
C -0.09 4.13 1.57
C -1.36 3.30 2.06
C -1.71 3.12 3.58
C -2.97 2.31 4.06
C -3.96 1.66 3.06
C -3.60 1.80 1.54
C -2.33 2.61 1.06
S -2.10 2.63 -0.80
C -2.60 0.88 -1.25
C -1.87 0.03 -2.31
C -2.40 -1.44 -2.53
C -3.61 -2.00 -1.70
C -4.35 -1.14 -0.63
I -6.02 -1.84 0.59
C -3.82 0.33 -0.42
N -4.52 1.17 0.57
H 8.10 0.25 2.67
H 7.79 -1.44 1.63
H 8.97 1.10 0.18
H 5.74 2.00 1.00
H 6.16 2.32 -0.81
H 3.74 2.21 -1.45
H 3.22 1.36 0.17
H 4.16 3.68 1.37
H 4.21 4.33 -0.34
H 1.89 4.99 0.24
H 1.63 3.39 -0.68
H 1.09 2.14 1.42
H 1.85 3.44 2.51
H -0.30 4.50 0.50
H 0.03 5.01 2.32
H -1.05 3.56 4.42
H -3.22 2.18 5.18
H -4.90 1.08 3.32
H -0.97 0.43 -2.90
H -1.89 -2.13 -3.29
H -3.99 -3.08 -1.82
H -4.95 1.97 0.06
O -5.48 -5.35 -3.50
S -4.84 -5.67 -2.26
O -5.08 -4.95 -1.05
O -3.24 -5.73 -2.52
C -2.75 -7.03 -2.17
C -3.91 -7.98 -2.40
O -5.07 -7.25 -1.97
H -2.45 -7.00 -1.12
H -1.88 -7.28 -2.79
H -3.81 -8.90 -1.83
H -4.04 -8.21 -3.46
*
```

Atomic partial charges in e from the natural (NBO) method, atoms 1 to 5: atom 1 (C): -0.366, atom 2 (C): -0.322, atom 3 (C): 0.759, atom 4 (O): -0.532, atom 5 (O): -0.534


(4)
C23H26N2O6S in the gas phase at a distorted geometry. Source: the Open Molecules 2025 dataset; level of theory: the ωB97M-V functional and the def2-TZVPD basis.

**Relative energy (zero: lowest compared OMol25 entry of this formula, charge and spin)**: 316.6 kJ/mol
**Electronic energy**: -1851.17450 Ha
**SMILES**: COc1cccc(CNC(=O)CS(=O)(=O)Cc2nc(-c3ccc(C)cc3)oc2C)c1OC
**E_LUMO**: 0.571 eV
**Kohn-Sham gap**: 8.72 eV

The geometry in ORCA input format:
```
! RIJCOSX wB97M-V def2-TZVPD def2/J DEFGRID3
* xyz 0 1
C -5.93 -1.47 -0.91
O -4.65 -1.97 -0.62
C -3.56 -1.17 -0.86
C -3.66 0.13 -1.34
C -2.53 0.90 -1.54
C -1.28 0.39 -1.26
C -1.15 -0.91 -0.79
C 0.20 -1.49 -0.49
N 0.31 -1.86 0.90
C 0.97 -2.95 1.30
O 1.52 -3.74 0.57
C 0.98 -3.12 2.82
S 1.60 -1.59 3.59
O 2.01 -1.88 4.94
O 0.59 -0.58 3.42
C 3.11 -1.10 2.63
C 2.86 0.21 2.01
N 2.64 0.36 0.67
C 2.36 1.62 0.50
C 2.04 2.27 -0.75
C 1.53 3.57 -0.78
C 1.19 4.15 -1.98
C 1.34 3.47 -3.18
C 0.95 4.09 -4.48
C 1.85 2.17 -3.15
C 2.20 1.58 -1.95
O 2.39 2.32 1.65
C 2.70 1.43 2.62
C 2.78 1.84 4.03
C -2.29 -1.71 -0.59
O -2.02 -2.96 -0.11
C -2.94 -4.01 -0.28
H -6.62 -2.27 -0.67
H -6.17 -0.59 -0.31
H -6.03 -1.22 -1.98
H -4.63 0.55 -1.55
H -2.64 1.91 -1.91
H -0.40 0.99 -1.40
H 0.98 -0.76 -0.74
H 0.37 -2.41 -1.07
H -0.03 -1.20 1.59
H -0.02 -3.27 3.21
H 1.63 -3.93 3.11
H 3.28 -1.86 1.88
H 3.91 -1.07 3.37
H 1.41 4.11 0.15
H 0.80 5.16 -1.99
H 0.79 5.16 -4.38
H 0.02 3.64 -4.85
H 1.72 3.92 -5.24
H 1.98 1.63 -4.07
H 2.60 0.58 -1.93
H 3.75 1.57 4.46
H 2.65 2.92 4.11
H 2.00 1.34 4.61
H -3.29 -4.07 -1.31
H -2.37 -4.92 -0.05
H -3.79 -3.93 0.39
*
```

Atomic partial charges in e from the natural (NBO) method, atoms 1 to 5: atom 1 (C): -0.249, atom 2 (O): -0.509, atom 3 (C): 0.219, atom 4 (C): -0.278, atom 5 (C): -0.219


(5)
C23H26N4PPtS2 as an isolated structure. Source: the Open Molecules 2025 dataset; level of theory: the ωB97M-V functional and the def2-TZVPD basis.

**Relative energy (zero: lowest compared OMol25 entry of this formula, charge and spin)**: 30.6 kJ/mol
**Electronic energy**: -2367.09563 Ha
**E_LUMO (alpha / beta)**: -7.859 / -12.228 eV
**Kohn-Sham gap (alpha / beta)**: 8.31 / 4.83 eV

The geometry in ORCA input format:
```
! RIJCOSX wB97M-V def2-TZVPD def2/J DEFGRID3
* xyz 3 5
Pt 0.74 -0.09 1.05
C 0.71 0.56 -3.98
C 0.00 1.41 -3.13
C -0.69 0.89 -2.05
C -0.69 -0.50 -1.84
C 0.04 -1.35 -2.69
C 0.73 -0.81 -3.76
P -1.62 -1.24 -0.52
C -2.92 -2.28 -1.04
C -3.26 -2.43 -2.40
C -4.30 -3.26 -2.75
C -4.99 -3.96 -1.76
C -4.65 -3.83 -0.41
C -3.61 -3.00 -0.04
C -2.12 -0.01 0.68
C -3.46 0.30 0.90
C -3.78 1.28 1.84
C -2.78 1.92 2.56
C -1.44 1.60 2.37
C -1.10 0.63 1.43
H 1.23 0.97 -4.83
H -0.04 2.47 -3.33
H -1.29 1.53 -1.42
H 0.05 -2.42 -2.52
H 1.28 -1.46 -4.43
H -2.73 -1.88 -3.17
H -4.59 -3.36 -3.78
H -5.81 -4.61 -2.04
H -5.20 -4.38 0.34
H -3.33 -2.91 1.00
H -4.24 -0.19 0.34
H -4.81 1.55 2.00
H -3.04 2.67 3.29
H -0.68 2.09 2.96
C 4.11 -0.53 4.89
N 2.95 -0.73 4.01
C 2.86 -1.69 3.12
N 3.85 -2.53 2.91
S 1.36 -1.96 2.23
H 3.94 0.35 5.50
H 5.01 -0.37 4.29
H 4.24 -1.39 5.55
H 2.12 -0.17 4.17
H 4.69 -2.54 3.48
H 3.75 -3.29 2.25
S 2.88 0.64 0.63
C 2.77 2.13 -0.31
N 3.64 2.43 -1.24
C 3.38 3.77 -1.82
C 2.18 4.27 -0.98
N 1.88 3.09 -0.14
H 4.39 1.82 -1.52
H 3.14 3.67 -2.88
H 4.26 4.40 -1.72
H 1.32 4.53 -1.59
H 2.44 5.11 -0.34
H 1.21 3.08 0.62
*
```

Atomic partial charges in e from the natural (NBO) method, atoms 1 to 5: atom 1 (Pt): 0.715, atom 2 (C): -0.144, atom 3 (C): -0.207, atom 4 (C): -0.194, atom 5 (C): -0.463


(6)
An isolated ion of composition C23H26N5O3 and charge +1 at a distorted geometry. Source: the Open Molecules 2025 dataset; level of theory: the ωB97M-V functional and the def2-TZVPD basis.

**Electronic energy**: -1391.06618 Ha
**SMILES**: CN1C(=O)[C@@H](Cc2ccccc2)N(/C=C/[C@@H](C[N+]#N)c2cccc([N+](=O)[O-])c2)C1(C)C
**E_LUMO**: -5.535 eV
**Kohn-Sham gap**: 5.35 eV

The geometry in ORCA input format:
```
! RIJCOSX wB97M-V def2-TZVPD def2/J DEFGRID3
* xyz 1 1
C -0.44 -2.75 3.30
N 0.24 -2.04 2.26
C 1.49 -2.36 1.80
O 2.21 -3.24 2.26
C 1.79 -1.42 0.62
C 2.01 -2.09 -0.70
C 3.16 -3.05 -0.65
C 2.99 -4.41 -0.96
C 4.06 -5.30 -0.79
C 5.32 -4.86 -0.39
C 5.49 -3.50 -0.13
C 4.42 -2.60 -0.27
N 0.62 -0.53 0.62
C 0.52 0.50 -0.28
C -0.54 1.30 -0.42
C -0.64 2.44 -1.36
C -0.83 2.27 -2.94
N -0.57 3.12 -4.18
N -0.43 3.63 -5.19
C -1.80 3.41 -1.07
C -1.72 4.64 -1.72
C -2.79 5.53 -1.67
C -3.90 5.25 -0.90
C -3.96 4.02 -0.20
N -5.08 3.81 0.65
O -5.95 4.73 0.68
O -5.18 2.77 1.33
C -2.92 3.08 -0.31
C -0.39 -0.90 1.62
C -1.77 -1.30 1.06
C -0.77 0.17 2.68
H 0.16 -3.60 3.62
H -0.62 -2.07 4.15
H -1.42 -3.10 2.92
H 2.70 -0.85 0.88
H 1.12 -2.62 -1.03
H 2.23 -1.33 -1.47
H 2.00 -4.77 -1.24
H 3.90 -6.37 -0.96
H 6.17 -5.55 -0.32
H 6.45 -3.13 0.21
H 4.54 -1.55 0.00
H 1.39 0.60 -0.95
H -1.39 1.11 0.26
H 0.42 2.94 -1.40
H -1.88 1.97 -3.01
H -0.10 1.46 -2.95
H -0.81 4.90 -2.28
H -2.72 6.47 -2.20
H -4.72 5.96 -0.78
H -3.08 2.12 0.19
H -1.70 -2.18 0.41
H -2.41 -1.54 1.92
H -2.24 -0.47 0.51
H 0.05 0.39 3.37
H -1.09 1.11 2.20
H -1.63 -0.22 3.25
*
```

Atomic partial charges in e from the natural (NBO) method, atoms 1 to 5: atom 1 (C): -0.419, atom 2 (N): -0.450, atom 3 (C): 0.683, atom 4 (O): -0.582, atom 5 (C): -0.122


(7)
C23H26N6O in the gas phase at a distorted geometry. Source: the Open Molecules 2025 dataset; level of theory: the ωB97M-V functional and the def2-TZVPD basis.

**Relative energy (zero: lowest compared OMol25 entry of this formula, charge and spin)**: 0.0 kJ/mol
**Electronic energy**: -1295.87356 Ha
**SMILES**: O=C(Nc1ccc2c(c1)CCC2)C1CCN(c2c3c(nc4ncnn24)CCC3)CC1
**E_LUMO**: 0.642 eV
**Kohn-Sham gap**: 8.50 eV

The geometry in ORCA input format:
```
! RIJCOSX wB97M-V def2-TZVPD def2/J DEFGRID3
* xyz 0 1
O 2.15 0.77 1.24
C 1.51 1.69 0.80
N 1.13 1.80 -0.50
C 1.05 0.79 -1.46
C 1.47 -0.52 -1.22
C 1.26 -1.51 -2.17
C 0.64 -1.18 -3.36
C 0.24 0.13 -3.61
C 0.44 1.11 -2.68
C -0.44 0.22 -4.95
C -0.02 -1.08 -5.65
C 0.26 -2.07 -4.51
C 1.08 2.88 1.68
C -0.39 3.29 1.53
C -1.28 2.35 2.36
N -0.63 1.08 2.60
C -0.81 -0.01 1.80
C -0.51 -1.32 2.15
C -0.75 -2.35 1.23
N -1.27 -2.22 0.03
C -1.59 -0.98 -0.30
N -2.15 -0.54 -1.41
C -2.25 0.77 -1.23
N -1.80 1.22 -0.08
N -1.37 0.11 0.56
C -0.41 -3.69 1.82
C 0.40 -3.33 3.06
C -0.08 -1.93 3.46
C 0.52 1.21 3.47
C 1.30 2.50 3.15
H 0.67 2.66 -0.78
H 1.94 -0.76 -0.29
H 1.57 -2.52 -1.97
H 0.11 2.13 -2.86
H -0.15 1.11 -5.51
H -1.52 0.25 -4.79
H -0.78 -1.44 -6.34
H 0.90 -0.91 -6.21
H 1.03 -2.80 -4.76
H -0.65 -2.62 -4.24
H 1.73 3.72 1.41
H -0.72 3.25 0.49
H -0.51 4.32 1.88
H -1.47 2.79 3.35
H -2.23 2.20 1.86
H -2.67 1.43 -1.96
H 0.13 -4.31 1.11
H -1.34 -4.21 2.07
H 0.27 -4.05 3.87
H 1.46 -3.29 2.81
H 0.70 -1.39 3.99
H -0.95 -1.99 4.12
H 0.20 1.21 4.51
H 1.19 0.37 3.28
H 2.36 2.32 3.34
H 0.97 3.33 3.78
*
```

Atomic partial charges in e from the natural (NBO) method, atoms 1 to 5: atom 1 (O): -0.634, atom 2 (C): 0.693, atom 3 (N): -0.620, atom 4 (C): 0.225, atom 5 (C): -0.278


(8)
C23H26N6O4S as an isolated structure at a distorted geometry. Source: the Open Molecules 2025 dataset; level of theory: the ωB97M-V functional and the def2-TZVPD basis.

**Relative energy (zero: lowest compared OMol25 entry of this formula, charge and spin)**: 2647.1 kJ/mol
**Electronic energy**: -1918.79268 Ha
**E_LUMO**: 0.178 eV
**Kohn-Sham gap**: 8.14 eV

The geometry in ORCA input format:
```
! RIJCOSX wB97M-V def2-TZVPD def2/J DEFGRID3
* xyz 0 1
C -4.32 -1.05 1.03
C -2.96 -0.31 1.18
C -2.57 0.61 2.18
C -1.39 0.96 1.84
C -1.10 0.26 0.51
O -2.20 -0.45 0.30
C -0.02 0.48 -0.04
N -0.06 1.81 -1.16
C 0.82 2.82 -1.16
O 0.70 3.80 -1.66
C 2.08 2.78 -0.33
C 3.01 1.69 -0.61
N 3.07 0.27 -1.34
H 2.41 0.48 -1.96
H 3.92 -0.05 -1.44
C 4.18 1.90 0.43
N 4.18 2.89 1.04
S 2.70 3.75 0.79
C 5.58 1.23 0.30
O 5.59 0.13 -0.15
N 6.39 1.63 1.07
H 6.15 2.60 1.79
H 7.32 1.28 1.30
C -1.30 1.98 -1.68
C -2.45 2.53 -1.31
C -2.31 3.46 -0.21
C -3.52 3.60 0.51
C -4.64 3.19 0.31
N -4.82 1.97 -0.39
C -3.62 1.65 -1.11
H -3.75 0.95 -1.91
H -5.62 3.22 0.76
H -3.49 4.66 1.22
H -1.50 3.88 -0.12
H -1.05 2.62 -2.61
H -1.38 1.18 -2.32
H 0.98 0.75 0.27
C 0.31 -0.63 -0.81
O 0.41 -0.55 -2.26
N 0.27 -1.64 -0.26
H 0.37 -1.81 0.81
C 0.48 -3.01 -0.69
H 0.48 -2.97 -1.98
C -0.50 -4.21 -0.42
C 0.08 -4.66 0.71
H -0.15 -5.72 1.04
H 0.21 -4.16 1.68
C 1.77 -5.07 0.39
H 2.34 -4.96 1.09
H 1.57 -5.74 -0.24
C 1.99 -3.62 -0.52
H 2.51 -2.88 0.09
H 2.80 -3.83 -1.41
H -1.33 -3.65 -0.13
H -0.51 -4.89 -1.10
H -0.79 1.76 2.65
H -3.32 0.69 3.01
H -4.89 -1.36 1.94
H -5.06 -0.31 0.44
H -4.03 -1.93 0.61
*
```

Atomic partial charges in e from the natural (NBO) method, atoms 1 to 5: atom 1 (C): -0.680, atom 2 (C): 0.430, atom 3 (C): -0.383, atom 4 (C): -0.150, atom 5 (C): 0.092